# 1
Molecular formula: C2H2BrClNO2
Method: DFT, wB97M-V/def2-TZVPD

Output
- Gap between HOMO and LUMO: 8.317 eV
- HOMO: -4.86 eV
- DFT total energy: -3316.9016 a.u.
- Total charge: -1

Structure (XYZ):
```
9
Properties=species:S:1:pos:R:3:forces:R:3
C -0.77203 -2.24454 -0.18763 0.5 0.6 -0.7
C 0.28201 -0.04315 0.23910 1.5 -0.1 -0.3
N 0.48257 -1.31473 -0.25339 -2.3 -1.3 -0.1
O -1.75870 -1.54060 0.03869 -0.4 -0.6 0.3
O -0.56323 -3.41288 -0.46647 0.0 -0.1 0.2
Cl 1.95753 -2.04608 -0.76101 -0.5 1.1 0.6
Br 0.83342 0.11203 2.19113 0.7 0.3 1.1
H -0.75469 0.27596 0.46628 0.8 -0.7 -1.4
H 0.96212 0.60180 -0.30464 -0.2 0.8 0.4
```
Forces are in eV/Å.

# 2
Molecular formula: C39H39N3O3PtS5Te
Method: DFT, wB97M-V/def2-TZVPD

Output
- Gap between HOMO and LUMO: 7.137 eV
- HOMO: -7.22 eV
- DFT total energy: -4277.8524 a.u.

Structure (XYZ):
```
91
Properties=species:S:1:pos:R:3:forces:R:3
Pt 0.05017 1.01236 0.11202 0.1 0.4 0.1
C -3.02990 -5.46009 -1.47712 0.0 0.0 0.0
C -2.09874 -4.33995 -1.08926 0.0 0.0 0.0
C -0.77878 -4.58942 -0.69683 0.0 0.0 0.0
C 0.08008 -3.58456 -0.32199 -0.1 -0.1 0.0
C 1.45935 -4.00191 0.06832 0.2 0.2 -0.1
O 2.02304 -4.89389 -0.53635 -0.1 0.0 0.0
C 2.15162 -3.36271 1.23530 -0.1 0.0 0.0
C 3.53711 -3.44298 1.31402 0.0 0.0 0.0
C 4.20627 -2.90696 2.40414 0.0 0.0 0.0
C 3.49132 -2.30356 3.42992 0.0 0.0 0.0
C 2.10475 -2.24183 3.36673 0.0 0.0 0.0
C 1.44082 -2.76743 2.27086 0.0 0.0 0.0
C -0.30852 -2.19933 -0.38216 0.0 0.1 0.0
O 0.54295 -1.30833 -0.10307 0.1 0.0 0.0
C -1.67410 -1.93089 -0.78304 0.1 0.0 0.0
C -2.50654 -3.02977 -1.11237 0.0 0.0 0.0
C -2.26169 -0.60710 -0.89726 0.0 -0.1 -0.1
N -1.69730 0.55501 -0.72164 -0.1 0.1 0.2
C -2.46601 1.80770 -0.86472 0.0 0.0 0.0
C -2.94891 2.31790 0.49061 0.0 0.0 -0.1
Te -1.42227 2.01716 1.97299 0.1 -0.2 -0.2
C -2.38862 0.29608 2.74233 0.0 0.0 0.0
C -1.88891 -0.96131 2.43347 0.0 0.0 0.0
C -2.57940 -2.09659 2.83968 0.0 0.0 0.0
C -3.76373 -1.97336 3.55175 0.0 0.0 0.0
C -4.25617 -0.71354 3.87058 0.0 0.0 0.0
C -3.56763 0.42337 3.47035 0.0 0.0 0.0
C -3.72399 -0.57476 -1.24390 0.0 0.0 0.0
C -4.65917 -0.64369 -0.21837 0.0 0.0 0.0
C -6.01521 -0.62172 -0.51537 0.0 0.0 0.0
C -6.43838 -0.53468 -1.83374 0.0 0.0 0.0
C -5.50242 -0.47126 -2.85809 0.0 0.0 0.0
C -4.14740 -0.49262 -2.56517 0.0 0.0 0.0
H -2.53016 -6.42489 -1.39422 0.0 0.0 0.0
H -3.37564 -5.35544 -2.50731 0.0 0.0 0.0
H -3.91347 -5.48864 -0.83618 0.0 0.0 0.0
H -0.40236 -5.60685 -0.68037 0.0 0.0 0.0
H 4.07511 -3.92962 0.51096 0.0 0.0 0.0
H 5.28633 -2.96409 2.45694 0.0 0.0 0.0
H 4.01271 -1.88985 4.28402 0.0 0.0 0.0
H 1.54274 -1.78274 4.17048 0.0 0.0 0.0
H 0.36186 -2.72489 2.21640 0.0 0.0 0.0
H -3.52728 -2.83880 -1.41407 0.0 0.0 0.0
H -3.31137 1.69005 -1.54044 0.0 0.0 0.0
H -1.78589 2.53373 -1.30571 0.0 0.0 0.0
H -3.81600 1.76197 0.84505 0.0 0.0 0.0
H -3.20137 3.37558 0.44304 0.0 0.0 0.0
H -0.97377 -1.04999 1.85974 0.0 0.0 0.0
H -2.19832 -3.07715 2.57940 0.0 0.0 0.0
H -4.30407 -2.85904 3.85993 0.0 0.0 0.0
H -5.17597 -0.61505 4.43271 0.0 0.0 0.0
H -3.95697 1.40344 3.72108 0.0 0.0 0.0
H -4.32353 -0.73512 0.80970 0.0 0.0 0.0
H -6.74043 -0.68047 0.28616 0.0 0.0 0.0
H -7.49550 -0.52037 -2.06449 0.0 0.0 0.0
H -5.82825 -0.40896 -3.88816 0.0 0.0 0.0
H -3.41196 -0.44976 -3.36000 0.0 0.0 0.0
C 2.21094 4.22877 1.90008 0.0 0.0 0.0
N 3.11765 3.43062 1.09376 0.0 0.0 0.0
C 4.21719 4.15685 0.47590 0.0 0.0 0.0
C 5.34303 3.20892 0.12345 0.0 0.0 0.0
C 4.78220 2.06552 -0.69562 0.0 0.0 0.0
N 3.64477 1.45660 -0.01914 0.1 -0.1 -0.1
C 3.46533 0.02729 -0.23008 0.0 -0.1 0.0
C 2.79865 2.16325 0.73873 0.0 0.2 0.1
O 1.73331 1.65652 1.20452 -0.1 -0.3 0.0
H 1.70479 4.98884 1.29860 0.0 0.0 0.0
H 2.78830 4.73103 2.67792 0.0 0.0 0.0
H 1.47174 3.58656 2.36547 0.0 0.0 0.0
H 4.55309 4.91711 1.18170 0.0 0.0 0.0
H 3.85384 4.67974 -0.41781 0.0 0.0 0.0
H 5.79255 2.81579 1.03809 0.0 0.0 0.0
H 6.11634 3.73413 -0.43655 0.0 0.0 0.0
H 5.53259 1.28712 -0.83411 0.0 0.0 0.0
H 4.47529 2.40679 -1.68932 0.0 0.0 0.0
H 3.31205 -0.18107 -1.28965 0.0 0.0 0.0
H 2.60642 -0.34551 0.31576 0.0 0.0 0.0
H 4.36052 -0.48982 0.12096 0.0 0.0 0.0
C 3.52210 1.75694 -4.68797 0.0 0.0 0.0
S 1.92439 2.50888 -5.08490 0.0 0.0 0.0
C 1.59240 3.37313 -3.59628 0.1 0.0 0.0
C 1.19189 2.81596 -2.42950 -0.1 0.0 0.0
S 1.02918 1.12150 -2.10074 -0.2 0.0 0.0
S 0.87014 3.96782 -1.15507 -0.1 0.0 -0.1
C 1.34597 5.41768 -1.98041 0.1 0.0 0.0
S 1.36569 6.88540 -1.23567 0.0 0.0 0.0
S 1.81017 5.11342 -3.60515 0.0 0.0 0.0
H 3.79222 1.13212 -5.53817 0.0 0.0 0.0
H 3.41892 1.12584 -3.80745 0.0 0.0 0.0
H 4.28620 2.51788 -4.53857 0.0 0.0 0.0
```
Forces are in eV/Å.

# 3
Molecular formula: C3H9N2O
Method: DFT, wB97M-V/def2-TZVPD

Output
- Gap between HOMO and LUMO: 9.476 eV
- HOMO: -14.23 eV
- DFT total energy: -304.0927 a.u.
- Total charge: +1

Structure (XYZ):
```
15
Properties=species:S:1:pos:R:3:forces:R:3
C 0.83165 -0.70794 -1.92075 -0.2 0.2 -1.2
C -1.31395 -0.37283 -0.97748 -2.0 1.1 0.6
C 0.26649 0.88291 1.16216 2.2 -0.2 1.8
N 0.13341 -0.43312 -0.92212 0.5 0.2 1.4
N 0.51469 0.54704 2.55654 -2.3 -0.4 -1.6
O 0.80943 -0.26491 0.30054 -0.5 -0.3 -1.1
H 0.45530 -0.84106 -2.91031 -1.0 -0.3 -0.2
H -1.73274 -0.64524 0.03800 0.5 -0.2 -1.4
H -1.61824 0.71997 -1.11860 0.4 -1.5 -0.1
H -1.70886 -1.01684 -1.82031 0.6 0.8 1.2
H -0.75509 0.82378 0.86332 -0.7 1.1 0.6
H 1.86032 -0.71807 -1.90270 2.2 0.0 0.8
H 0.89189 1.81922 0.90027 -1.4 -1.6 0.1
H -0.11279 -0.17522 3.01289 1.2 1.2 -1.1
H 1.47848 0.38231 2.73856 0.7 0.0 0.3
```
Forces are in eV/Å.

# 4
Molecular formula: C20H28NNiO2
Method: DFT, wB97M-V/def2-TZVPD

Output
- 2S+1: 3
- Gap between HOMO and LUMO (spin up / spin down): 5.283 / 5.850 eV
- HOMO (spin up / spin down): -3.19 / -3.75 eV
- DFT total energy: -2492.3085 a.u.
- Total charge: -1

Structure (XYZ):
```
52
Properties=species:S:1:pos:R:3:forces:R:3
O -0.89316 -0.06582 -3.83941 0.3 -0.4 -1.9
C 0.00729 -0.82319 -4.71898 0.4 -0.6 0.7
C -0.51064 -0.20962 -6.01261 0.0 0.0 0.8
H -0.18104 -1.90458 -4.64174 0.2 0.3 0.2
H 1.06122 -0.58117 -4.51125 -0.3 -0.3 0.2
C -1.44208 0.55536 -5.04228 -0.6 0.5 -0.6
H -1.01187 -0.93713 -6.65996 0.2 0.4 -0.1
H 0.25428 0.39575 -6.51643 -0.5 -0.2 -0.1
C -2.91109 0.20360 -5.19982 0.0 0.2 -0.1
H -3.06408 -0.87885 -5.21543 0.1 0.1 0.1
H -3.30619 0.61843 -6.13755 0.1 -0.1 0.2
H -3.47160 0.63145 -4.36628 -0.1 -0.1 0.0
C -1.20789 2.05417 -5.03274 -0.1 0.0 0.0
H -0.14440 2.28320 -4.90845 -0.2 -0.1 0.1
H -1.77175 2.49342 -4.20765 0.1 0.1 0.0
H -1.54588 2.50527 -5.97671 0.0 -0.1 0.2
Ni 0.72597 0.12458 4.84916 -0.2 -0.9 -0.8
C 2.02011 1.66712 4.54006 1.1 -0.6 -0.3
C 2.68718 0.35593 4.46124 1.1 1.7 -1.1
C 2.69763 -0.02370 3.07207 -0.1 0.6 0.6
H 3.32791 -0.05861 5.23752 -0.4 0.0 -0.3
C 2.05404 0.98549 2.32144 0.1 0.8 0.6
C 1.62099 2.01251 3.20768 1.1 -0.3 -0.4
H 1.16501 2.96285 2.92061 0.0 -0.5 0.1
H 2.05218 2.32182 5.41220 -0.1 -0.2 -0.3
H 3.18968 -0.90902 2.66574 -0.3 0.2 0.2
H 1.99292 1.02584 1.23885 -0.3 -0.1 0.2
C -1.17769 -0.21444 5.38955 -2.0 0.9 -1.0
C -1.09035 0.99806 4.54479 -1.0 -1.0 0.7
C -1.20294 0.56249 3.18371 -0.5 -0.6 0.4
H -1.18375 2.02564 4.90825 0.2 -0.5 -0.2
C -1.40004 -0.84208 3.16454 -0.3 0.7 0.2
C -1.40503 -1.32773 4.49345 -0.1 0.8 0.3
H -1.64237 -2.35200 4.79859 0.5 0.4 -0.1
H -1.30961 -0.18878 6.47457 0.2 -0.2 -0.5
H -1.24761 1.21226 2.31380 0.2 -0.1 0.2
H -1.61546 -1.40813 2.25819 0.4 0.1 0.4
O -0.50338 -1.22970 0.19333 1.3 -0.8 -1.1
C -0.33719 0.02534 -0.47966 0.1 0.4 0.3
C 0.80558 -0.12837 -1.50109 0.5 -0.2 0.1
H -0.06094 0.76980 0.27993 -0.1 0.0 -0.2
H -1.29314 0.33608 -0.93342 0.3 -0.3 0.1
C 1.02538 -1.65759 -1.58087 -0.5 0.4 -0.1
H 1.72420 0.33024 -1.10496 -0.2 -0.1 0.0
H 0.57545 0.32787 -2.46049 0.0 0.0 0.3
C 0.69994 -2.01924 -0.13687 -0.5 0.3 0.7
H 2.02787 -1.95115 -1.91252 -0.1 0.1 0.2
H 0.30749 -2.08991 -2.29137 0.0 -0.1 0.3
H 1.54925 -1.66581 0.50175 -0.6 -0.4 -0.2
H 0.48259 -3.08593 0.07164 0.1 0.7 -0.1
N 1.60808 -2.03193 6.82334 -0.5 1.3 -1.2
C 1.26896 -1.20011 6.06252 1.0 -2.4 2.6
```
Forces are in eV/Å.

# 5
Molecular formula: C34H71AsN2OOsSi5
Method: DFT, wB97M-V/def2-TZVPD

Output
- 2S+1: 5
- Gap between HOMO and LUMO (spin up / spin down): 7.574 / 7.245 eV
- HOMO (spin up / spin down): -13.72 / -14.17 eV
- DFT total energy: -5296.3484 a.u.
- Total charge: +2

Structure (XYZ):
```
115
Properties=species:S:1:pos:R:3:forces:R:3
Os -0.22181 0.28667 -0.30959 -1.0 0.8 -0.2
C 3.95386 -1.27993 2.55262 -0.5 -0.3 -0.5
Si 2.95518 -2.12290 1.17674 0.6 0.0 -0.1
C 3.70748 -3.84715 0.83758 -0.5 0.6 0.2
C 3.06567 -1.14390 -0.46339 -0.1 -0.3 0.6
C 1.12206 -2.25615 1.64841 0.6 -0.1 0.5
C 0.17331 -2.61834 0.61967 0.0 -0.5 -0.1
C 0.10877 -3.98591 0.26651 0.0 0.3 0.0
C -0.80538 -4.43646 -0.65088 -0.1 0.3 0.0
C -1.69558 -3.51615 -1.20353 0.0 0.2 0.2
C -1.58328 -2.19799 -0.83802 -0.7 -0.6 -0.4
N -0.65481 -1.73338 0.02076 0.2 0.1 -0.1
Si 0.65645 -2.91190 3.39642 0.1 -0.3 0.5
C -1.14231 -3.52316 3.26974 0.6 0.2 0.1
C 1.74297 -4.42950 3.80208 -0.4 0.6 -0.3
C 1.02622 -1.61854 4.74479 -0.3 -0.4 -0.5
H 4.96384 -1.07450 2.20957 0.2 0.0 -0.2
H 4.04513 -1.93942 3.40983 0.0 -0.2 0.2
H 3.52781 -0.34373 2.90161 -0.2 0.2 0.0
H 4.76950 -3.75429 0.62893 0.2 0.1 -0.1
H 3.25025 -4.35356 -0.00736 -0.1 0.0 -0.2
H 3.60776 -4.48927 1.70473 0.0 -0.1 0.2
H 3.16373 -1.81532 -1.31050 -0.1 -0.1 -0.1
H 2.18418 -0.50690 -0.62334 0.1 0.1 -0.1
H 3.94596 -0.51004 -0.46993 0.1 0.2 0.1
H 0.79405 -4.66685 0.74306 0.1 -0.1 0.1
H -0.84766 -5.47544 -0.93548 0.0 -0.2 0.0
H -2.45664 -3.81979 -1.90146 -0.1 0.0 -0.1
H -2.26798 -1.46360 -1.23767 0.1 -0.1 0.0
H -1.16514 -4.54413 2.89918 0.1 -0.2 -0.1
H -1.73958 -2.92183 2.59459 -0.1 0.2 -0.1
H -1.63415 -3.53229 4.23730 0.0 0.1 0.2
H 1.58712 -5.24544 3.10413 0.0 -0.2 -0.2
H 1.48288 -4.79785 4.78924 -0.1 0.0 0.2
H 2.79768 -4.18757 3.81662 0.3 0.1 0.0
H 0.63548 -1.96992 5.69493 -0.1 -0.2 0.2
H 2.09453 -1.49052 4.87279 0.3 0.0 -0.1
H 0.59788 -0.63918 4.56830 -0.1 0.1 -0.1
C -4.29209 -2.08262 0.98175 -0.3 -0.1 0.0
O -3.33955 -1.06346 0.80732 0.2 0.0 -0.3
Si -3.05181 0.20286 1.79613 -0.1 0.3 0.8
C -4.70797 1.07225 2.18841 0.7 -0.2 -0.4
C -2.37778 -0.39013 3.47082 -0.2 0.3 -0.6
C -1.77286 1.24235 0.74735 0.4 0.0 -0.2
Si -2.87911 2.12728 -0.61285 -0.3 0.4 -0.6
C -3.84855 3.57487 0.17318 0.3 -0.5 -0.2
C -1.92262 2.91660 -2.07180 -0.1 -0.4 0.6
C -4.08810 0.92739 -1.47755 0.5 0.4 0.6
Si -0.89765 2.41900 2.04539 0.6 0.3 0.2
C -0.39261 4.10431 1.31826 -0.2 -0.7 0.2
C 0.69708 1.46332 2.54705 -0.6 0.4 -0.2
C -1.83703 2.85783 3.64510 0.0 -0.4 -0.5
H -4.78139 -2.01745 1.95306 -0.1 -0.1 0.1
H -3.79320 -3.04812 0.89653 -0.1 -0.1 0.0
H -5.04948 -1.99946 0.20100 -0.1 -0.1 0.0
H -5.35988 0.35025 2.67613 0.0 -0.2 0.1
H -5.22720 1.42456 1.30395 -0.1 0.0 -0.2
H -4.61416 1.90993 2.86918 0.1 0.1 0.1
H -2.74290 -1.39086 3.67617 -0.1 -0.2 -0.1
H -2.74344 0.23587 4.27517 -0.1 0.2 0.1
H -1.29622 -0.41639 3.51798 0.3 0.0 0.0
H -3.50319 4.53238 -0.20651 0.2 0.1 -0.1
H -3.78156 3.61433 1.25367 0.0 0.0 0.2
H -4.89986 3.50171 -0.09065 -0.2 -0.1 0.0
H -1.58506 3.91043 -1.80650 0.2 0.2 0.1
H -2.60824 3.03019 -2.90652 -0.2 0.0 -0.1
H -1.06657 2.33922 -2.41610 0.0 0.0 -0.1
H -4.81693 0.52453 -0.78753 -0.2 -0.2 0.1
H -3.59215 0.08954 -1.95652 0.2 -0.2 -0.1
H -4.63106 1.47021 -2.24609 0.0 0.2 -0.1
H -1.06341 4.44024 0.53780 -0.1 0.1 -0.2
H -0.40612 4.85731 2.09947 0.0 0.1 0.2
H 0.62078 4.06168 0.93399 0.2 0.0 -0.1
H 0.83385 0.51756 2.00061 0.1 -0.1 0.1
H 0.67904 1.23027 3.60553 0.0 -0.1 0.2
H 1.57036 2.08532 2.38466 0.2 0.1 -0.1
H -2.88696 3.07672 3.48831 -0.2 0.1 -0.1
H -1.40020 3.74568 4.09390 0.2 0.2 -0.1
H -1.76963 2.07222 4.38651 0.0 -0.2 0.1
C 0.61940 -2.34538 -6.52042 0.0 -0.1 -0.2
C 0.30921 -1.82001 -5.16693 -0.1 0.1 0.4
C -0.60978 -0.79576 -4.94491 0.2 -0.2 0.1
C -0.77620 -0.29282 -3.66877 -0.2 0.2 0.0
N -0.10300 -0.74337 -2.61035 0.2 0.3 0.7
C 0.70969 -1.78611 -2.80159 0.2 -0.3 -0.1
C 0.94768 -2.34082 -4.03969 -0.1 0.2 0.1
H -0.05199 -1.94133 -7.27199 0.0 0.0 -0.1
H 0.56015 -3.43281 -6.53123 0.0 0.0 -0.1
H 1.64274 -2.07878 -6.79029 0.0 0.0 0.0
H -1.17614 -0.37952 -5.76213 -0.1 0.1 -0.1
H -1.48916 0.49607 -3.47435 0.0 0.1 -0.1
H 1.18377 -2.20542 -1.92365 0.0 0.1 0.0
H 1.63870 -3.16640 -4.13109 0.0 -0.1 0.0
C 2.44624 4.92267 -1.89545 0.1 -0.3 0.1
C 1.16653 4.09931 -1.83149 -0.4 0.0 0.1
As 1.42091 2.18145 -1.31177 0.8 0.3 -0.2
C 2.25517 1.55531 -3.00973 -0.1 -0.3 0.1
C 1.57769 2.04499 -4.28670 -0.1 0.1 0.2
C 2.99498 2.31207 -0.08173 -0.2 -0.1 0.1
C 4.37153 2.35362 -0.72779 -0.1 0.0 -0.2
H 2.19816 5.94307 -2.18309 -0.1 0.0 0.0
H 3.15130 4.53359 -2.63025 0.0 0.0 0.0
H 2.93314 4.96958 -0.92174 0.1 0.0 -0.1
H 0.66982 4.10648 -2.80446 0.0 -0.2 0.2
H 0.48491 4.56704 -1.12282 0.0 -0.2 -0.1
H 2.27425 0.46213 -3.00267 0.0 0.1 0.2
H 3.29175 1.89742 -3.02047 -0.1 0.0 0.2
H 0.49193 1.94495 -4.25081 0.0 0.1 -0.1
H 1.93798 1.46084 -5.13055 0.0 -0.1 -0.1
H 1.82731 3.08446 -4.48771 -0.1 0.1 0.0
H 2.95081 1.45658 0.59479 -0.2 0.1 0.0
H 2.84684 3.20848 0.52838 -0.2 -0.1 -0.1
H 4.56651 1.44034 -1.28903 0.1 0.1 0.0
H 5.13642 2.44005 0.04263 0.0 0.0 0.1
H 4.48073 3.20445 -1.39489 0.1 0.0 -0.1
```
Forces are in eV/Å.